1.
Density functional theory data (ωB97M-V/def2-TZVPD) for a molecular structure, C60H72GeN7O4RbS2Si2Te.

The value obtained for the LUMO energy (spin up / spin down) is 1.214 / 0.197 eV. The frontier orbital gap (spin up / spin down) is 3.92 / 2.90 eV. For the HOMO energy (spin up / spin down), the calculation gives -2.71 / -2.70 eV.

```
! wB97M-V def2-TZVPD RIJCOSX def2/J DEFGRID3
* xyz -1 2
Rb 0.511 0.610 0.033
C 3.966 1.736 -0.040
C 4.101 2.056 1.440
O 2.868 1.749 2.036
C 2.852 1.702 3.437
C 2.991 0.252 3.902
O 2.052 -0.509 3.177
C 2.367 -1.865 2.979
C 1.618 -2.371 1.757
O 1.950 -1.775 0.519
C 3.289 -1.884 0.091
C 4.079 -0.612 0.362
O 3.425 0.448 -0.293
H 4.945 1.850 -0.528
H 3.257 2.445 -0.475
H 4.332 3.123 1.546
H 4.925 1.488 1.897
H 1.885 2.097 3.750
H 3.646 2.319 3.871
H 2.813 0.183 4.984
H 4.010 -0.113 3.711
H 2.057 -2.475 3.838
H 3.451 -1.992 2.848
H 0.560 -2.150 1.894
H 1.756 -3.462 1.713
H 3.259 -2.045 -0.990
H 3.788 -2.741 0.558
H 5.103 -0.736 -0.017
H 4.120 -0.434 1.438
C -0.506 -3.486 -3.254
C -1.676 -3.311 -3.975
C -2.475 -2.216 -3.701
C -2.080 -1.302 -2.718
N -0.915 -1.437 -2.087
C -0.170 -2.504 -2.334
C -2.979 -0.202 -2.266
C -4.283 -0.111 -2.752
C -5.143 0.808 -2.179
C -4.677 1.623 -1.171
C -3.332 1.529 -0.796
N -2.517 0.623 -1.327
C -2.823 2.441 0.262
C -3.436 3.676 0.472
C -3.036 4.453 1.546
C -1.998 4.004 2.341
C -1.413 2.787 2.027
N -1.826 2.009 1.034
H 0.135 -4.343 -3.411
H -1.968 -4.019 -4.740
H -3.389 -2.082 -4.258
H 0.741 -2.586 -1.748
H -4.646 -0.750 -3.542
H -6.172 0.873 -2.510
H -5.342 2.309 -0.668
H -4.197 4.037 -0.204
H -3.517 5.402 1.745
H -1.641 4.584 3.181
H -0.595 2.401 2.623
S 0.066 3.755 -2.001
C -0.418 5.030 -0.962
C -1.497 5.843 -1.346
C -1.955 6.891 -0.562
C -3.069 7.667 -0.987
N -3.975 8.282 -1.348
C -1.307 7.173 0.665
C -0.222 6.402 1.053
C 0.246 5.323 0.283
S 1.574 4.409 0.862
C -1.786 8.198 1.527
N -2.170 9.005 2.255
H -1.986 5.637 -2.288
H 0.277 6.615 1.988
C 4.347 -2.942 -4.996
Si 5.357 -1.762 -3.919
C 6.925 -1.223 -4.835
C 5.974 -2.767 -2.435
C 4.381 -0.193 -3.529
Te 2.215 -0.348 -3.342
C 1.834 1.393 -4.568
Si 1.082 0.945 -6.228
C 2.276 -0.115 -7.248
C 0.725 2.515 -7.217
C -0.506 -0.020 -5.906
H 4.785 -3.943 -5.012
H 4.281 -2.586 -6.026
H 3.329 -3.019 -4.610
H 7.582 -2.072 -5.037
H 7.492 -0.502 -4.241
H 6.690 -0.748 -5.791
H 6.661 -3.538 -2.793
H 5.164 -3.269 -1.906
H 6.519 -2.151 -1.717
H 4.534 0.498 -4.360
H 4.737 0.306 -2.625
H 2.785 1.919 -4.659
H 1.159 2.033 -3.994
H 3.144 0.468 -7.565
H 1.783 -0.491 -8.148
H 2.636 -0.974 -6.676
H 1.641 3.090 -7.367
H 0.016 3.155 -6.686
H 0.307 2.282 -8.199
H -0.287 -0.991 -5.454
H -1.074 -0.196 -6.823
H -1.148 0.529 -5.211
C -1.510 -5.713 0.419
N -2.538 -4.707 0.626
C -3.923 -5.114 0.495
C -2.196 -3.430 0.529
N -1.870 -2.322 0.466
H -1.629 -6.515 1.150
H -0.530 -5.261 0.553
H -1.566 -6.142 -0.588
H -4.143 -5.898 1.222
H -4.133 -5.499 -0.509
H -4.571 -4.263 0.694
C -6.143 -1.676 2.310
C -5.342 -2.641 2.906
C -4.014 -2.365 3.202
C -3.453 -1.122 2.918
C -4.274 -0.164 2.317
C -5.602 -0.431 2.019
Ge -1.514 -0.659 3.158
C -0.868 -2.215 4.302
C -0.370 -2.061 5.597
C 0.192 -3.123 6.293
C 0.274 -4.381 5.711
C -0.215 -4.562 4.425
C -0.766 -3.491 3.737
C -1.640 0.758 4.587
C -0.434 1.266 5.078
C -0.393 2.317 5.980
C -1.579 2.904 6.404
C -2.788 2.408 5.940
C -2.816 1.350 5.040
H -7.180 -1.891 2.081
H -5.760 -3.614 3.146
H -3.407 -3.131 3.674
H -3.859 0.809 2.077
H -6.217 0.332 1.555
H -0.429 -1.092 6.077
H 0.566 -2.972 7.300
H 0.710 -5.211 6.255
H -0.162 -5.540 3.959
H -1.131 -3.643 2.727
H 0.488 0.813 4.729
H 0.559 2.688 6.343
H -1.558 3.746 7.086
H -3.716 2.856 6.275
H -3.773 0.981 4.688
*
```

---

2.
Density functional theory data (ωB97M-V/def2-TZVPD) for 7 unconnected molecules or ions with the total composition C60H73IN2O9S.

The value obtained for the LUMO energy is -0.181 eV. The frontier orbital gap is 7.96 eV. As for the SMILES: CCCC[C@]1(I)OS(=O)(=O)[C@](CCCCn2cccc2)(CC(=O)O)[C@@](O)(OC#N)[C@H]1COCCOCC.c1ccccc1.c1ccccc1.c1ccccc1.c1ccccc1.c1ccccc1.c1ccccc1. For the HOMO energy, the calculation gives -8.14 eV.

```
! wB97M-V def2-TZVPD RIJCOSX def2/J DEFGRID3
* xyz 0 1
C -1.535 -0.230 8.083
C -2.637 -0.816 7.160
C -3.403 0.254 6.365
C -2.748 0.747 5.063
C -2.234 -0.291 4.053
I -3.799 -1.799 3.929
O -0.983 -0.838 4.509
S 0.296 0.124 4.509
O 0.465 0.648 5.830
O 1.381 -0.718 4.111
C 0.143 1.565 3.318
C 1.370 1.524 2.380
C 2.711 2.097 2.871
C 3.395 1.517 4.122
C 4.262 0.305 3.772
N 4.825 -0.268 4.979
C 6.137 -0.344 5.307
C 6.358 -0.996 6.503
C 5.012 -1.311 6.926
C 4.139 -0.840 6.003
C 0.281 2.814 4.223
C 0.316 4.138 3.485
O 0.434 5.162 4.102
O 0.182 4.161 2.138
C -1.232 1.560 2.558
O -2.072 2.618 2.851
O -1.010 1.680 1.110
C -1.940 2.341 0.508
N -2.725 2.896 -0.116
C -1.997 0.211 2.640
C -1.222 -0.763 1.706
O -1.339 -2.135 2.041
C -0.116 -2.839 2.001
C 0.308 -3.273 0.598
O 0.585 -2.163 -0.240
C 1.962 -1.800 -0.104
C 2.879 -2.504 -1.097
H -0.573 -0.682 7.868
H -1.471 0.842 7.897
H -1.814 -0.365 9.124
H -2.282 -1.642 6.550
H -3.380 -1.249 7.834
H -3.414 1.125 7.028
H -4.453 0.007 6.245
H -3.513 1.329 4.538
H -1.986 1.476 5.356
H 1.183 2.070 1.460
H 1.560 0.506 2.038
H 3.407 1.926 2.045
H 2.706 3.183 2.970
H 2.752 1.305 4.971
H 4.108 2.270 4.470
H 5.093 0.609 3.138
H 3.687 -0.454 3.241
H 6.932 0.053 4.692
H 7.301 -1.205 6.970
H 4.764 -1.848 7.826
H 3.067 -0.916 6.062
H 1.145 2.770 4.873
H -0.573 2.887 4.893
H -0.313 4.973 1.955
H -2.197 2.771 3.791
H -2.962 0.421 2.179
H -1.624 -0.656 0.701
H -0.159 -0.527 1.666
H -0.295 -3.767 2.552
H 0.697 -2.331 2.529
H 1.162 -3.948 0.726
H -0.503 -3.890 0.208
H 2.010 -0.718 -0.221
H 2.300 -2.070 0.900
H 3.281 -3.437 -0.704
H 2.409 -2.701 -2.058
H 3.749 -1.863 -1.248
C -0.772 -4.901 -5.631
C -1.421 -3.693 -5.414
C -1.192 -2.980 -4.247
C -0.315 -3.473 -3.290
C 0.329 -4.685 -3.504
C 0.102 -5.398 -4.674
H -0.947 -5.453 -6.546
H -2.108 -3.305 -6.157
H -1.696 -2.037 -4.083
H -0.133 -2.914 -2.379
H 1.010 -5.074 -2.757
H 0.606 -6.342 -4.840
C 1.918 0.401 -4.286
C 1.256 0.306 -3.070
C 1.053 1.440 -2.297
C 1.516 2.672 -2.737
C 2.187 2.767 -3.949
C 2.386 1.633 -4.724
H 2.070 -0.484 -4.891
H 0.894 -0.656 -2.724
H 0.531 1.364 -1.349
H 1.355 3.558 -2.136
H 2.553 3.727 -4.290
H 2.907 1.708 -5.670
C 10.600 3.772 5.582
C 9.253 3.777 5.252
C 8.418 2.789 5.756
C 8.915 1.796 6.580
C 10.267 1.787 6.899
C 11.108 2.775 6.404
H 11.255 4.544 5.197
H 8.854 4.547 4.605
H 7.363 2.791 5.505
H 8.242 1.041 6.962
H 10.667 1.009 7.537
H 12.160 2.766 6.657
C -6.281 -1.919 -1.588
C -7.110 -0.807 -1.561
C -6.592 0.435 -1.220
C -5.245 0.566 -0.907
C -4.420 -0.548 -0.928
C -4.937 -1.791 -1.268
H -6.683 -2.888 -1.857
H -8.160 -0.908 -1.803
H -7.239 1.303 -1.197
H -4.841 1.534 -0.639
H -3.370 -0.449 -0.676
H -4.295 -2.660 -1.282
C -2.657 1.522 -8.450
C -2.165 0.902 -7.310
C -1.640 -0.380 -7.390
C -1.609 -1.044 -8.608
C -2.109 -0.427 -9.747
C -2.632 0.856 -9.668
H -3.062 2.524 -8.389
H -2.190 1.418 -6.358
H -1.253 -0.863 -6.501
H -1.197 -2.044 -8.670
H -2.092 -0.947 -10.696
H -3.021 1.339 -10.555
C -6.778 -0.895 -11.546
C -8.072 -0.954 -11.048
C -8.348 -0.470 -9.777
C -7.330 0.069 -9.003
C -6.034 0.120 -9.498
C -5.758 -0.361 -10.770
H -6.564 -1.267 -12.540
H -8.866 -1.376 -11.651
H -9.358 -0.513 -9.389
H -7.545 0.448 -8.012
H -5.239 0.535 -8.892
H -4.749 -0.320 -11.158
*
```

---

The records above give, respectively, maximum force values of 0.052, 0.048 Eh/bohr.
The records above give, respectively, E_tot values of -6758.218749, -3812.524116 Eh.